--- w ---
Below is a molecular structure, ArH24O12, with properties calculated with ωB97M-V/def2-TZVPD.

The value obtained for the frontier orbital gap is 9.92 eV. The multiplicity is 1. Its net charge is 0.

Each line ends with the Mulliken charge.
Geometry (Å):
Ar 0.161 -0.167 0.437  0.031
O -2.469 1.195 2.838  -0.672
H -1.546 1.069 3.060  0.343
H -2.938 0.585 3.407  0.288
O -3.651 0.860 0.192  -0.670
H -3.342 1.095 1.067  0.369
H -3.716 1.695 -0.272  0.266
O 2.201 -3.320 -0.053  -0.675
H 3.120 -3.338 -0.319  0.278
H 1.841 -2.546 -0.486  0.361
O -2.763 -1.298 -1.290  -0.655
H -3.047 -0.567 -0.742  0.409
H -2.881 -2.071 -0.739  0.262
O 2.752 0.402 2.659  -0.635
H 3.060 -0.309 2.097  0.311
H 3.072 1.199 2.234  0.309
O 2.042 -1.173 -2.040  -0.613
H 1.167 -0.993 -2.384  0.367
H 2.482 -1.651 -2.744  0.304
O -1.338 2.842 -0.969  -0.613
H -1.705 3.504 -0.384  0.282
H -1.849 2.922 -1.774  0.288
O 1.346 2.800 -0.815  -0.631
H 0.397 2.680 -0.809  0.330
H 1.548 3.163 0.047  0.303
O 0.002 0.027 4.125  -0.633
H 0.790 0.221 3.616  0.328
H 0.250 0.211 5.031  0.305
O -0.621 -3.763 -0.998  -0.590
H -1.454 -3.530 -0.590  0.273
H 0.021 -3.692 -0.292  0.310
O -0.615 -0.625 -2.857  -0.666
H -0.736 0.287 -3.120  0.290
H -1.345 -0.803 -2.264  0.360
O 3.629 1.120 -1.683  -0.672
H 2.939 1.681 -1.328  0.344
H 3.194 0.285 -1.856  0.413

--- x ---
Below is a molecular structure, ArH24O12, with properties calculated with ωB97M-V/def2-TZVPD.

The value obtained for the frontier orbital gap is 9.81 eV. The multiplicity is 1. Its net charge is 0.

Each line ends with the Mulliken charge.
Geometry (Å):
Ar 0.047 -0.177 -0.583  -0.013
O 0.588 0.303 -4.023  -0.632
H -0.009 -0.422 -3.835  0.318
H 1.458 -0.050 -3.841  0.299
O 1.687 2.945 0.342  -0.608
H 2.361 3.593 0.545  0.305
H 1.362 3.199 -0.522  0.256
O 0.135 2.632 2.556  -0.713
H 0.795 2.549 1.868  0.362
H -0.699 2.656 2.088  0.420
O 1.245 -1.002 2.552  -0.639
H 1.381 -1.796 3.069  0.257
H 0.302 -0.978 2.393  0.402
O 1.064 3.022 -2.595  -0.638
H 0.652 3.789 -2.994  0.316
H 0.671 2.276 -3.048  0.336
O 3.198 0.798 1.441  -0.635
H 2.698 1.309 0.805  0.337
H 2.577 0.147 1.768  0.346
O -1.617 -0.890 2.484  -0.712
H -1.500 -0.551 3.372  0.346
H -1.965 -1.773 2.608  0.294
O -4.029 -0.268 0.871  -0.630
H -3.214 -0.381 1.360  0.349
H -4.228 0.665 0.950  0.317
O -1.918 2.989 0.896  -0.682
H -1.655 3.908 0.859  0.331
H -1.512 2.592 0.125  0.309
O -0.838 -2.379 -3.663  -0.623
H -0.373 -2.910 -3.018  0.391
H -0.893 -2.937 -4.439  0.296
O 0.403 -3.572 1.017  -0.640
H 0.855 -2.874 1.491  0.310
H -0.329 -3.813 1.585  0.282
O 0.197 -4.078 -1.781  -0.698
H 0.986 -4.613 -1.862  0.302
H 0.117 -3.909 -0.842  0.385

Which one is the most stable? From the structures above, w.